DFT (ωB97M-V/def2-TZVPD) results for 19 unconnected molecules or ions with the total composition C27H13Cl72NO2PS in a non-equilibrium geometry.

Cartesian coordinates (Å):
C (7.1034, -0.9742, 2.5077)
C (6.6941, -0.5369, 1.3167)
C (5.5388, -1.1662, 0.6365)
C (4.3488, -0.5070, 0.3846)
P (4.2725, 1.2585, 0.8972)
S (2.8852, 2.3730, 0.1681)
C (3.2907, -1.2112, -0.2320)
O (2.0986, -0.6644, -0.4541)
C (1.1569, -0.8563, 0.6481)
C (0.2734, -2.0877, 0.4478)
C (3.5063, -2.5437, -0.6270)
C (4.6928, -3.1410, -0.3757)
N (5.6659, -2.4629, 0.2548)
O (6.8077, -3.1811, 0.5128)
H (6.4712, -1.5718, 3.1575)
H (8.1092, -0.7885, 2.8655)
H (7.1649, 0.3146, 0.8362)
H (4.3544, 1.1991, 2.2963)
H (5.5441, 1.6953, 0.5041)
H (0.5389, 0.0352, 0.7480)
H (1.7082, -0.9580, 1.5879)
H (-0.7679, -1.8043, 0.2970)
H (0.3090, -2.7576, 1.3079)
H (0.5727, -2.6586, -0.4312)
H (2.7119, -3.0817, -1.1228)
H (4.8970, -4.1637, -0.6593)
H (7.5106, -2.8132, -0.0478)
C (-3.3093, -1.5501, -2.5784)
Cl (-4.6069, -2.6573, -3.0066)
Cl (-1.7410, -2.2698, -2.9759)
Cl (-3.4917, -0.0386, -3.4641)
Cl (-3.3897, -1.2199, -0.8404)
C (-1.7194, 2.0561, 2.2983)
Cl (-0.0579, 2.2246, 1.7138)
Cl (-1.6882, 1.8307, 4.0428)
Cl (-2.6635, 3.4744, 1.8831)
Cl (-2.4665, 0.6447, 1.5220)
C (-8.2494, 0.0727, -3.0709)
Cl (-8.1813, 1.7012, -3.7537)
Cl (-6.7755, -0.2350, -2.1483)
Cl (-9.6597, -0.0717, -2.0241)
Cl (-8.3405, -1.1072, -4.3782)
C (7.2212, 1.6251, 6.2094)
Cl (8.2896, 0.5552, 7.1014)
Cl (7.8088, 3.2794, 6.2865)
Cl (7.2046, 1.0884, 4.5032)
Cl (5.5846, 1.5360, 6.8561)
C (-2.9196, 6.2665, 4.6717)
Cl (-1.8490, 5.0155, 5.3090)
Cl (-3.0570, 7.5968, 5.8306)
Cl (-2.2609, 6.8906, 3.1557)
Cl (-4.5186, 5.5757, 4.3831)
C (-6.5603, -0.8221, -7.8960)
Cl (-7.9280, -1.9164, -8.0417)
Cl (-7.0919, 0.8603, -7.6602)
Cl (-5.6032, -1.2913, -6.4866)
Cl (-5.5772, -0.9062, -9.3567)
C (-11.5781, 0.4572, -9.5342)
Cl (-12.9608, 0.7288, -8.4731)
Cl (-10.0773, 0.6614, -8.6301)
Cl (-11.6666, -1.1928, -10.1599)
Cl (-11.6260, 1.5990, -10.8788)
C (-6.9424, 4.5292, 0.8073)
Cl (-5.8650, 3.2152, 1.2925)
Cl (-7.6749, 4.1421, -0.7510)
Cl (-8.2049, 4.7372, 2.0223)
Cl (-5.9989, 6.0154, 0.6728)
C (1.6526, 7.5452, 6.8795)
Cl (2.2835, 8.8456, 5.8678)
Cl (2.2908, 7.7068, 8.5168)
Cl (-0.1083, 7.6206, 6.9100)
Cl (2.1531, 5.9839, 6.2060)
C (-14.0092, -2.6243, -13.0456)
Cl (-14.6109, -1.4428, -11.8829)
Cl (-15.3304, -3.1772, -14.0738)
Cl (-12.7544, -1.8793, -14.0391)
Cl (-13.3245, -4.0006, -12.1702)
C (-8.2881, 4.4990, -10.5019)
Cl (-7.7106, 2.9793, -9.8080)
Cl (-7.2268, 5.8170, -9.9924)
Cl (-8.2801, 4.3812, -12.2628)
Cl (-9.9287, 4.8171, -9.9364)
C (12.0230, -0.4190, 6.0643)
Cl (13.4289, -1.0853, 5.2428)
Cl (10.9500, 0.3454, 4.8793)
Cl (11.1450, -1.7183, 6.8814)
Cl (12.5324, 0.7828, 7.2471)
C (12.6342, -5.3185, 5.6254)
Cl (11.3064, -5.3260, 6.7930)
Cl (14.0269, -4.4906, 6.3162)
Cl (13.0857, -6.9749, 5.2164)
Cl (12.1142, -4.4758, 4.1561)
C (10.2279, -9.1332, 7.6221)
Cl (10.1808, -10.8958, 7.5885)
Cl (10.1546, -8.5134, 5.9671)
Cl (8.8436, -8.5203, 8.5337)
Cl (11.7219, -8.6028, 8.3954)
C (-0.8787, -2.3120, 5.4313)
Cl (-2.2582, -2.1707, 6.5140)
Cl (0.5817, -1.7437, 6.2526)
Cl (-0.6640, -4.0008, 4.9567)
Cl (-1.1588, -1.3205, 3.9949)
C (-3.5687, 8.8400, -1.4439)
Cl (-1.8913, 9.0316, -1.9612)
Cl (-3.6131, 8.6170, 0.3123)
Cl (-4.4891, 10.2803, -1.8731)
Cl (-4.2713, 7.4298, -2.2379)
C (-15.3570, -2.4440, -6.5622)
Cl (-16.8180, -1.5504, -6.1352)
Cl (-15.0595, -2.2949, -8.2944)
Cl (-13.9806, -1.7793, -5.6735)
Cl (-15.5618, -4.1461, -6.1415)
C (18.1083, -4.6451, 5.5557)
Cl (17.1751, -3.5827, 6.6243)
Cl (17.0246, -5.7756, 4.7417)
Cl (18.9459, -3.6633, 4.3527)
Cl (19.2841, -5.5422, 6.5135)

## Properties
Kohn-Sham gap: 7.5554 eV
ΔE to the lowest compared entry with this formula, charge and spin: 0.0 kcal per mole
total charge: +1
calculated total energy: -955518.3192 eV
largest force on an atom: 1.18 eV/Å